{
  "formula": "C30H77Br3CoN5O6",
  "method": "the ωB97M-V functional and the def2-TZVPD basis",
  "s_squared": 6.01,
  "spin_multiplicity": 5,
  "homo_lumo_gap_ev": [7.33, 4.24],
  "e_tot_ha": -11018.4734,
  "charge": 2,
  "homo_ev": [-12.908, -12.901],
  "symbols": ["Co", "C", "C", "C", "O", "H", "H", "H", "H", "H", "H", "H", "C", "Br", "Br", "Br", "H", "C", "C", "C", "C", "C", "C", "H", "H", "H", "H", "H", "H", "H", "H", "H", "H", "H", "H", "H", "H", "C", "C", "C", "O", "C", "N", "H", "H", "H", "H", "H", "H", "H", "H", "H", "H", "H", "C", "C", "C", "O", "C", "N", "H", "H", "H", "H", "H", "H", "H", "H", "H", "H", "H", "C", "C", "C", "O", "C", "N", "H", "H", "H", "H", "H", "H", "H", "H", "H", "H", "H", "C", "C", "C", "O", "C", "N", "H", "H", "H", "H", "H", "H", "H", "H", "H", "H", "H", "C", "C", "C", "O", "C", "N", "H", "H", "H", "H", "H", "H", "H", "H", "H", "H", "H"],
  "xyz": [[-0.4320, 2.8198, -0.8215], [-1.3473, -0.1323, 2.0125], [-0.2237, -0.1183, 1.0019], [-0.4148, -1.2816, -0.0305], [0.1554, 1.0969, 0.3999], [-1.0106, 0.5322, 2.8083], [-1.6171, -1.0286, 2.5710], [-2.2548, 0.2213, 1.5231], [0.5860, -0.5376, 1.5992], [0.4254, -1.4755, -0.6973], [-1.2526, -1.1719, -0.7190], [-0.7438, -2.2044, 0.4471], [-4.3566, 0.0132, 5.6186], [-2.5341, -0.3557, 6.4978], [-4.1017, 0.5598, 3.6988], [-5.1411, 1.3923, 6.6960], [-5.0113, -0.8540, 5.7048], [-2.6466, -4.7992, -5.0986], [-3.3854, -4.5050, -3.8237], [-2.3936, -4.2600, -2.6361], [-3.0829, -3.9402, -1.2731], [-4.0075, -2.7332, -1.3530], [-4.3899, -2.0256, -0.0865], [-2.2096, -5.7971, -5.0619], [-1.9655, -3.9511, -5.1690], [-3.3428, -4.9444, -5.9247], [-4.0399, -3.6386, -3.9187], [-4.0691, -5.2886, -3.4972], [-1.7687, -3.3890, -2.8336], [-1.7711, -5.1315, -2.4331], [-3.6143, -4.8624, -1.0379], [-2.3174, -3.6133, -0.5694], [-3.4955, -2.0958, -2.0739], [-4.9158, -3.0708, -1.8520], [-4.8024, -2.7777, 0.5860], [-3.5168, -1.5677, 0.3785], [-5.2368, -1.3417, -0.0314], [0.5805, 0.3118, -2.9846], [-0.3633, 1.2771, -3.6268], [-1.0824, 0.6848, -4.8832], [-1.6278, -0.5896, -4.4862], [-2.7501, -1.0461, -5.1271], [-1.2918, 1.5890, -2.5337], [0.0583, -0.5232, -2.5175], [1.2344, 0.8422, -2.2924], [1.3360, -0.1133, -3.6454], [0.2308, 2.1421, -3.9217], [-0.4212, 0.4881, -5.7271], [-1.8513, 1.3840, -5.2118], [-2.6221, -1.3930, -6.1525], [-3.5427, -0.2980, -5.1394], [-3.1169, -1.8128, -4.4448], [-1.9895, 2.2292, -2.8853], [-1.7962, 0.7145, -2.5639], [-1.0607, 4.5693, 3.2181], [-1.0082, 3.6598, 2.0513], [-2.4180, 3.3548, 1.4831], [-2.3109, 2.6117, 0.2416], [-3.6848, 2.2177, -0.2133], [-0.2351, 4.2249, 0.9047], [-1.6496, 4.1825, 4.0498], [-1.5781, 5.4429, 2.8216], [-0.0554, 4.8501, 3.5320], [-0.4610, 2.7390, 2.2534], [-3.0025, 4.2626, 1.3336], [-2.8561, 2.6992, 2.2357], [-4.0333, 1.5683, 0.5897], [-3.6989, 1.6133, -1.1204], [-4.4075, 3.0243, -0.3364], [-0.7203, 5.0319, 0.5394], [0.5643, 4.5359, 1.4379], [4.2706, 0.2892, 2.6139], [4.2131, 0.1921, 1.0441], [3.5768, -1.1990, 0.5917], [4.3197, -2.2850, 1.0917], [5.5069, -2.4451, 0.3435], [3.2242, 1.1733, 0.5872], [5.0694, -0.3273, 3.0262], [3.3171, 0.0156, 3.0657], [4.4515, 1.3593, 2.7150], [5.2119, 0.4166, 0.6699], [3.5214, -1.2523, -0.4956], [2.5341, -1.2215, 0.9086], [6.0684, -3.1377, 0.9705], [6.0876, -1.5348, 0.1944], [5.2705, -2.9578, -0.5889], [2.2957, 1.0272, 0.9568], [3.0498, 1.0945, -0.4045], [2.2043, 5.0739, -2.5776], [2.4504, 3.6130, -2.3274], [3.9862, 3.3355, -2.0538], [4.3397, 2.0113, -1.8204], [4.3686, 1.1410, -2.9795], [1.7047, 3.3798, -1.0162], [1.1376, 5.2570, -2.7067], [2.7291, 5.2489, -3.5168], [2.6526, 5.8722, -1.9861], [2.1263, 2.9567, -3.1351], [4.2569, 3.9551, -1.1988], [4.5246, 3.6421, -2.9506], [3.3324, 1.0814, -3.3124], [4.8677, 0.1900, -2.7933], [4.8378, 1.6018, -3.8487], [1.9234, 4.0769, -0.3188], [2.3406, 2.7373, -0.5658], [1.4084, -3.7993, 2.9562], [0.8880, -3.0819, 4.1958], [1.6167, -1.7430, 4.4344], [1.4419, -1.1440, 5.7531], [2.0815, 0.1129, 5.9411], [-0.4658, -2.8916, 4.0652], [0.8181, -4.6702, 2.6710], [2.4183, -4.0488, 3.2817], [1.4666, -3.0594, 2.1579], [1.1286, -3.7208, 5.0455], [1.3027, -1.0370, 3.6656], [2.6980, -1.8252, 4.3237], [3.1102, -0.2079, 6.1059], [1.6368, 0.4772, 6.8672], [1.9262, 0.7685, 5.0843], [-0.6922, -2.1162, 4.6715], [-0.6773, -2.6128, 3.1178]],
  "forces_ev_per_angstrom": [[0.8931, -1.0824, 1.2209], [-0.4069, 1.7350, -0.0589], [-0.3363, -1.3455, -0.2392], [-0.2821, -0.1030, -1.1993], [-0.8421, -1.7369, 0.4000], [-0.5211, 0.4289, 0.1275], [0.4825, -0.3608, -0.7215], [-0.1296, 0.2162, 0.2696], [1.2350, 0.3432, -0.1787], [0.3134, 0.0268, 0.5259], [-0.2912, 0.8980, 0.0071], [0.6350, 0.0932, 0.6828], [1.4037, 0.5984, 0.6756], [-1.4573, -0.0558, -1.1431], [-0.3965, -0.5102, 1.4067], [-0.1477, -0.0306, -0.4546], [0.4899, 0.0007, -0.4124], [-0.8086, -0.5362, 0.2076], [0.1102, -0.0475, 1.8985], [-1.0748, 0.5152, 0.5344], [0.0369, 0.1687, -0.7879], [-0.8005, -0.2494, -1.5982], [-0.1038, -0.6921, 1.2108], [0.8145, 0.3221, 0.2855], [0.3994, -0.4797, -0.9305], [0.0534, 0.7850, -0.2643], [0.0969, 0.2053, -0.1688], [0.0098, -0.3516, -0.2042], [0.4022, -0.0157, -0.4480], [0.1811, -0.0033, -0.4405], [0.0534, 0.1734, 0.9028], [0.2483, -0.8913, 0.3937], [-0.1210, 0.6766, -0.0864], [-0.1655, 0.1938, -0.1555], [0.5036, -0.2975, 0.4246], [-0.0120, 0.0671, 0.2865], [0.2036, 0.4892, -1.0120], [1.4460, -0.7380, -0.2521], [0.9791, -0.5271, -1.3380], [-0.0616, -0.8085, 0.8326], [1.8740, 1.8170, 0.9908], [-1.8193, -0.3241, 0.0584], [-0.2395, 1.2835, -0.2839], [0.1068, 0.2091, 0.0047], [-0.3394, 0.0044, 0.6766], [-0.3713, -0.1346, -0.5274], [-0.3795, 0.3201, -0.1448], [0.3796, 0.4050, 0.1096], [-0.3469, -0.0286, -0.0656], [0.3365, -0.2101, 0.0433], [-0.1249, 0.3695, -0.1304], [-0.1085, -0.4106, -0.5928], [-0.3698, 0.4482, -0.2654], [-0.5364, -0.6048, 1.1889], [-0.4399, 0.7690, -0.1231], [-0.8854, -1.2482, -2.0299], [1.1304, -0.8805, 0.9103], [-1.3104, 0.6031, -1.0850], [0.5107, -0.6518, 0.9566], [-0.5097, -0.5651, 0.4636], [0.2043, -0.0996, 0.0093], [0.0455, 0.5051, 0.5186], [-0.0967, 0.0009, 0.2421], [-0.3813, -0.2299, 0.2557], [-0.0424, 0.0412, 0.0011], [-0.6028, 0.0908, -0.1313], [-0.2599, -0.0073, -0.0536], [0.7085, 0.1954, 0.0065], [0.5403, 0.4633, 0.1338], [0.0169, 0.7028, 0.2363], [0.8763, 0.4708, -0.8932], [0.1540, 0.2749, -1.8471], [-2.3370, -1.5228, 1.1661], [1.8308, 0.8107, 0.4317], [-0.8768, 0.7083, -0.1342], [0.1133, -1.2762, 0.7511], [-0.1636, 1.2480, -0.3555], [-0.0759, 0.1787, 0.0151], [0.0144, 0.0236, -0.0581], [0.1629, -0.0636, 0.8076], [-0.2987, -0.0610, -0.3986], [0.1653, 0.0907, -0.4763], [0.0772, -0.2106, 0.5975], [0.4244, 0.0640, -0.3316], [-0.1407, 0.0821, -0.0441], [0.1658, 0.2087, -0.3191], [0.1533, -0.4294, 0.7563], [0.6297, -0.2769, -0.2942], [0.6289, 0.2597, -2.4478], [1.1632, 1.0056, 2.7444], [-0.9385, 0.3472, -1.3769], [0.3990, -1.2270, 0.0821], [-0.7835, 1.4833, -0.2450], [-0.0410, -1.7106, -0.8839], [0.0256, 0.2026, -0.1042], [-0.5087, 0.4159, -0.5533], [-0.0188, -0.6562, 0.9522], [-0.4936, 0.1306, 0.2509], [0.3197, -0.1802, 0.0686], [0.1213, 0.6008, -0.0348], [-0.1121, -0.9303, 0.0010], [-0.3414, 0.2063, 0.4547], [0.6046, 0.3135, 0.1816], [-0.3020, 1.3605, -0.5728], [-0.3142, -1.6822, 0.4790], [1.0146, 0.8385, 1.0400], [2.5443, -0.2877, 0.4222], [1.3846, 0.4491, 1.0398], [-1.8092, -1.2371, -1.4229], [-0.0920, -1.8411, 0.2662], [-2.9968, 0.6600, 0.3130], [0.0733, 0.1330, 0.1664], [0.1892, -0.4970, -0.8833], [0.0499, -0.1501, -0.4574], [-0.1983, -0.0472, 0.3065], [-0.3691, 0.3943, -0.2918], [0.2905, -0.3978, -0.2828], [0.5002, 1.0880, -0.0969], [0.2458, 0.4235, -0.1930], [0.1586, 0.2604, 0.0455], [-0.8490, 0.0950, 0.1966], [-0.1413, -0.0504, -0.1091]]
}